(1)
Density functional theory data (wB97M-V/def2-TZVPD) for a single C5H6N2O molecule in a non-equilibrium geometry.

As for the total charge: 0. Its SMILES is C=C=C(O)N1NC1=C. For the largest force on an atom, the calculation gives 4.36 eV/Å. As for the multiplicity: 1. The value obtained for the HOMO energy is -7.68 eV. As for the frontier orbital gap: 7.7 eV. The calculation puts the molar mass at 110.116 g/mol. Its energy above the lowest of the compared OMol25 structures with the same formula, charge and spin is 170.17 kcal/mol.

Structure (XYZ):
```
14
Properties=species:S:1:pos:R:3:forces:R:3
C -0.048045 0.117529 -1.363572 -1.79 -0.48 -0.75
C 1.095568 -0.412789 1.946298 -0.74 2.16 0.09
N 1.200460 -1.504717 -0.161936 -1.01 -2.30 0.20
H -2.129659 1.004997 1.155002 -1.01 -0.71 -0.26
O -0.203396 0.077199 -2.706760 0.29 -0.92 0.17
C -1.004075 0.413349 -0.485732 -0.54 0.09 0.36
H 2.178730 -1.747809 -0.005290 -0.09 0.19 -0.42
H 0.881330 0.464380 2.543841 0.20 -0.02 0.14
C 0.848887 -0.397644 0.639905 2.06 -2.64 0.62
H 1.478478 -1.292167 2.449385 -0.35 -0.13 -0.25
H -2.448993 1.937853 -0.418242 0.75 0.90 0.27
H -1.075490 0.442990 -2.919780 0.35 -0.03 0.10
N 1.142529 -0.252522 -0.773956 1.92 3.85 -0.66
C -1.916322 1.149352 0.100836 -0.04 0.04 0.39
```
Forces are in eV/Å.

***

(2)
Density functional theory data (wB97M-V/def2-TZVPD) for a molecular structure, C16H20CoF12N2O14 in a non-equilibrium geometry.

As for the total charge: 0. For the largest force on an atom, the calculation gives 1.23 eV/Å. As for the multiplicity: 4. The value obtained for the HOMO energy (spin up / spin down) is -9.84 / -9.93 eV. As for the frontier orbital gap (spin up / spin down): 10.4 / 10.4 eV. The calculation puts the molar mass at 751.245 g/mol.

Structure (XYZ):
```
65
Properties=species:S:1:pos:R:3:forces:R:3
H -1.272951 -2.317383 -2.791583 0.05 0.12 0.25
O 0.312305 1.786780 1.639135 0.12 0.23 0.00
C 0.747319 2.852004 1.991590 -0.40 -0.37 -0.04
C -3.066994 -2.756477 -3.877619 -0.05 -0.55 0.20
F 2.943640 -4.647393 -2.164652 0.06 -0.02 -0.02
O -2.055374 0.405177 0.648291 -0.23 -0.04 0.14
C -2.121996 -2.742355 -0.399389 -0.31 -0.08 -0.41
F -0.678282 4.735777 2.161240 -0.03 -0.03 0.01
H -2.821065 -2.151718 -4.747071 -0.11 0.06 -0.04
C -2.348075 -2.204616 -2.671898 -0.18 0.12 -0.37
F -1.956007 -4.482659 1.192750 0.01 0.00 -0.06
C -2.757674 -3.492026 0.796047 0.14 0.32 0.28
H 3.576295 -0.279068 -1.820588 -0.28 -0.10 0.14
Co 0.117077 -0.339325 0.246664 0.41 -0.25 -0.02
C -3.688631 3.762087 -1.171797 -0.15 0.52 0.37
C -2.950343 2.512933 -0.761444 0.11 0.18 -0.87
H 3.154348 1.306554 1.581573 -0.07 0.26 0.00
F -3.825699 0.073119 2.895385 -0.06 -0.22 0.00
F -2.903055 -2.627571 1.801060 -0.01 -0.13 -0.05
F -3.950609 -3.998874 0.499323 0.01 -0.07 -0.03
C 0.237166 4.167807 1.367395 0.08 -0.01 -0.11
H 4.160421 2.565884 2.376340 0.02 -0.06 -0.08
H -3.153333 4.668011 -0.878884 0.12 -0.14 0.05
H -1.892292 2.593265 -0.996680 0.04 -0.11 0.19
H 4.151007 0.874331 2.918862 -0.06 0.09 0.28
H 4.156250 -0.693482 -0.176535 -0.43 -0.03 0.02
H 6.235353 -1.597150 -1.085897 0.06 0.00 -0.08
O 1.224032 1.064812 -1.022475 -0.30 0.21 0.24
O -0.633888 0.321474 -1.778943 -0.01 0.24 0.22
O 0.148276 2.203115 -2.530574 0.05 0.11 -0.24
N 0.894042 -1.148581 2.561245 -0.39 0.19 -0.19
O -1.139071 -2.063703 -0.295766 0.27 -0.06 0.17
F -0.327353 3.908558 0.188351 -0.04 0.10 0.05
H -2.750576 -3.784011 -4.073786 0.10 0.09 -0.02
O -3.142816 2.354453 0.656585 -0.29 0.09 0.32
C 3.534289 1.686075 2.532162 0.20 0.03 -0.22
O 1.697635 -0.673980 1.695303 -0.02 -0.16 -0.18
F -3.773320 2.218753 3.118682 0.06 -0.05 -0.07
O -2.796742 -2.939286 -1.503568 0.00 -0.23 0.09
H -4.145313 -2.805193 -3.725024 0.00 0.30 -0.05
H -4.654304 3.812436 -0.664926 -0.07 -0.13 -0.20
O 1.613747 3.095388 2.933635 0.21 0.61 -0.01
O 1.262177 -1.591670 3.617909 0.07 0.05 0.06
N 0.242715 1.238726 -1.817133 0.12 -0.47 0.22
H -2.598693 -1.160368 -2.494422 0.21 0.05 -0.01
H 2.710011 2.321647 4.457293 0.11 0.30 -0.10
C 5.631872 -0.919030 -1.688045 0.09 0.03 -0.22
C -2.704664 1.256246 1.201496 0.44 0.16 -0.15
H 1.765523 1.134065 3.603360 -0.15 0.08 -0.08
H -3.324997 1.629340 -1.278351 -0.07 -0.07 0.18
H 5.758223 -1.156534 -2.745872 -0.19 -0.27 0.07
C 4.184509 -0.962202 -1.231667 1.04 0.66 -0.07
C 2.023737 -3.977478 -1.479827 0.05 -0.02 0.05
O 3.723314 -2.314004 -1.394739 -0.01 -0.48 -0.08
C -3.080592 1.155907 2.698191 -0.02 0.22 0.04
O -0.326232 -1.096303 2.216883 0.26 -0.18 -0.08
F 1.229910 5.034767 1.179349 -0.01 0.05 -0.01
O 1.657368 -1.703968 -0.822489 -0.41 0.00 0.20
C 2.395212 2.012536 3.465183 -0.04 -1.12 0.26
F 1.761892 -4.649309 -0.356930 -0.04 0.11 0.00
C 2.454231 -2.527462 -1.164674 0.15 0.17 -0.28
F 0.909152 -3.924544 -2.216434 -0.12 -0.09 0.01
F -1.974879 1.063294 3.428248 0.05 -0.02 0.07
H 6.041523 0.088536 -1.592528 -0.18 0.01 0.29
H -3.838753 3.823868 -2.247317 0.02 -0.22 -0.03
```
Forces are in eV/Å.

***

(3)
Density functional theory data (wB97M-V/def2-TZVPD) for 4 unconnected molecules or ions with the total composition C5H7N3 in a non-equilibrium geometry.

As for the total charge: 0. For the largest force on an atom, the calculation gives 4.94 eV/Å. As for the multiplicity: 1. The value obtained for the HOMO energy is -9.62 eV. As for the frontier orbital gap: 9.9 eV. The calculation puts the molar mass at 109.132 g/mol. Its energy above the lowest of the compared OMol25 structures with the same formula, charge and spin is 206.74 kcal/mol.

Structure (XYZ):
```
15
Properties=species:S:1:pos:R:3:forces:R:3
H 2.627728 0.181156 1.731809 -4.49 1.38 -1.41
N -2.843618 -0.193538 -0.861194 2.03 -1.34 2.00
C 0.677079 0.168324 -1.216849 -0.22 -3.53 1.14
H 0.274902 0.802219 2.271013 3.73 -0.48 -3.21
N -0.761672 0.068998 -1.086618 -0.49 0.33 -2.73
H 1.662469 1.925954 0.540799 -1.33 -4.06 2.23
H -2.632265 -1.341825 0.985595 -0.11 0.51 0.34
C -0.808661 -0.521653 0.090147 1.39 -0.35 0.41
C -2.110493 -0.681280 0.313534 -3.33 -0.90 -0.53
C 1.307977 0.583498 1.210081 1.28 2.28 2.71
C 0.745810 -0.508547 0.224578 1.81 0.89 0.95
H 1.536407 -1.364941 0.416732 -2.60 0.96 -0.84
N -1.978732 0.198074 -1.717756 1.33 0.79 0.65
H 1.038547 1.069110 -0.997919 1.21 3.90 -0.36
H 1.264523 -0.385549 -1.903951 -0.21 -0.39 -1.35
```
Forces are in eV/Å.